No. 1
Density functional theory data (ωB97M-V with the def2-TZVPD basis set) for a 7-piece molecular cluster, ClH12O6 overall.

Each line ends with the Mulliken charge.
Geometry (Å):
Cl (0.1074, -0.4472, 0.1618)  -0.919
O (2.3618, 1.8862, 0.6035)  -0.614
O (2.1553, -2.0199, 2.2527)  -0.628
O (-2.7274, -2.6211, -0.2557)  -0.640
O (-1.2210, 2.3777, 1.5466)  -0.629
O (1.4230, -0.2346, -2.9017)  -0.620
O (-1.8057, 1.2457, -1.8129)  -0.623
H (-0.5957, 2.2705, 2.2692)  0.309
H (3.1996, 1.4302, 0.4803)  0.289
H (-1.0788, 0.7770, -1.3460)  0.316
H (0.9760, -0.8307, -3.5103)  0.299
H (1.7232, -1.7920, 3.0805)  0.297
H (-2.4938, 1.3358, -1.1460)  0.319
H (-2.0344, -1.9437, -0.1858)  0.340
H (1.7172, 1.1657, 0.7441)  0.313
H (-0.8754, 1.7899, 0.8531)  0.298
H (1.5327, -1.7098, 1.5673)  0.297
H (1.1742, -0.5602, -2.0172)  0.300
H (-3.5382, -2.1195, -0.3834)  0.293

Properties
Total charge: -1
Kohn-Sham gap, eV: 10.0
Electronic energy, eV: -25006.110


No. 2
Density functional theory data (ωB97M-V with the def2-TZVPD basis set) for a 10-piece molecular cluster, ClH18O9 overall.

Each line ends with the Mulliken charge.
Geometry (Å):
Cl (-11.5220, 10.0230, 12.6410)  -0.800
O (-8.7250, 11.0460, 11.8160)  -0.591
O (-10.0330, 7.5050, 11.5030)  -0.577
O (-13.5830, 12.2720, 13.0590)  -0.633
O (-10.4920, 12.6630, 14.1030)  -0.608
O (-10.9490, 12.9260, 11.4230)  -0.553
O (-12.5260, 7.2790, 13.8360)  -0.588
O (-12.8190, 11.2710, 9.5750)  -0.561
O (-11.9080, 10.4640, 15.9830)  -0.619
O (-13.3990, 8.5010, 10.5720)  -0.606
H (-12.9640, 11.5230, 13.0250)  0.221
H (-9.8130, 6.6710, 11.9480)  0.291
H (-12.0250, 8.0630, 13.7220)  0.275
H (-12.6830, 8.6270, 9.9600)  0.275
H (-10.9390, 12.4690, 13.2730)  0.297
H (-12.1930, 10.5850, 9.7820)  0.229
H (-12.7140, 7.1660, 14.7600)  0.290
H (-9.6020, 10.7450, 12.1380)  0.210
H (-11.7490, 13.4070, 11.3340)  0.335
H (-11.0550, 10.3660, 16.2890)  0.293
H (-11.1560, 12.8950, 14.7180)  0.307
H (-12.4270, 11.9680, 9.0500)  0.281
H (-14.2140, 12.0530, 12.3650)  0.301
H (-11.2210, 12.0330, 11.3850)  0.253
H (-8.5660, 10.6010, 10.9490)  0.302
H (-11.7800, 10.3180, 15.0720)  0.310
H (-10.2600, 8.1260, 12.2440)  0.308
H (-13.1880, 8.9000, 11.4110)  0.358

Properties
Total charge: -1
Kohn-Sham gap, eV: 9.8
Electronic energy, eV: -31245.621


No. 3
Density functional theory data (ωB97M-V with the def2-TZVPD basis set) for a 13-piece molecular cluster, ClH24O16 overall.

Each line ends with the Mulliken charge.
Geometry (Å):
Cl (-23.9793, 7.8671, -2.1800)  1.540
O (-21.2587, 7.6556, 1.0586)  -0.628
O (-24.6216, 4.8498, -0.1341)  -0.714
O (-23.7253, 7.0874, -3.4068)  -0.834
O (-20.8385, 8.4001, -4.4693)  -0.597
O (-24.3181, 4.4891, -3.1143)  -0.628
O (-25.0632, 7.2182, -1.2885)  -0.672
O (-20.5844, 6.2497, -2.9108)  -0.684
O (-21.9669, 10.7474, -0.2712)  -0.722
O (-22.2414, 12.0395, -2.9217)  -0.690
O (-23.2346, 9.9161, -4.7835)  -0.790
O (-20.0518, 8.8372, -1.1855)  -0.668
O (-24.1500, 9.1959, 0.7407)  -0.635
O (-23.3552, 7.5487, -6.0637)  -0.639
O (-22.6964, 8.0610, -1.3875)  -0.067
O (-24.4084, 9.2517, -2.5970)  -0.885
O (-22.2516, 5.3167, -1.0144)  -0.495
H (-22.5076, 11.3399, -3.5219)  0.384
H (-21.1409, 10.2592, -0.3286)  0.435
H (-22.6679, 10.0911, -0.1676)  0.350
H (-24.7713, 9.5255, 0.1303)  0.239
H (-21.5527, 5.7963, -1.4728)  0.240
H (-21.0841, 6.8626, -3.4399)  0.317
H (-25.2333, 5.3812, -0.5810)  0.391
H (-21.9001, 7.1720, 1.5490)  0.325
H (-23.5173, 7.1721, -5.2120)  0.484
H (-20.9367, 8.6262, -1.5735)  0.440
H (-23.8008, 5.0760, -0.6175)  0.350
H (-24.6274, 8.7595, 1.4932)  0.254
H (-19.3423, 8.3251, -1.6592)  0.241
H (-24.7401, 5.3636, -3.0579)  0.294
H (-21.6891, 8.8580, -4.4505)  0.307
H (-23.4511, 4.5727, -2.7262)  0.380
H (-22.4084, 11.6708, -2.0833)  0.373
H (-19.6323, 6.5920, -2.9464)  0.245
H (-21.7341, 7.8951, 0.2923)  0.216
H (-23.5640, 9.1902, -5.3109)  0.316
H (-21.6389, 4.7825, -0.5191)  0.271
H (-23.9026, 7.0544, -6.7292)  0.290
H (-23.6773, 9.7652, -3.9608)  0.426
H (-20.5700, 8.4863, -5.3322)  0.242

Properties
Total charge: -1
Kohn-Sham gap, eV: 9.7
Electronic energy, eV: -45667.424


No. 4
Density functional theory data (ωB97M-V with the def2-TZVPD basis set) for a 14-piece molecular cluster, ClH26O17 overall.

Each line ends with the Mulliken charge.
Geometry (Å):
Cl (0.2492, -0.1639, 1.1948)  1.488
O (1.6192, 0.4311, 1.0239)  -0.798
O (0.4069, -1.6211, 1.1604)  -0.835
O (1.7365, -0.9355, -1.8485)  -0.599
O (-0.6755, 0.2034, 0.0559)  -0.127
O (2.2852, -3.6468, 1.2150)  -0.740
O (-1.2846, -2.3584, -0.9734)  -0.766
O (0.4110, 3.1087, 1.0387)  -0.760
O (1.2621, 2.3357, -1.6205)  -0.674
O (3.6947, 1.2667, -0.2625)  -0.582
O (-3.6091, 0.0715, -0.6697)  -0.563
O (-2.2791, 2.5967, 1.0376)  -0.783
O (-0.5906, -4.7887, 0.4896)  -0.616
O (-0.8479, 0.6901, -2.6295)  -0.733
O (-0.3242, 0.2280, 2.5257)  -0.819
O (-2.1748, 2.9894, -1.6445)  -0.751
O (4.1269, -1.4754, 0.2418)  -0.619
O (-2.8759, 0.1456, 2.0552)  -0.709
H (0.7428, 2.7556, 0.2271)  0.383
H (-1.3721, -5.3682, 0.4809)  0.250
H (2.1340, 2.5363, -1.9947)  0.213
H (-2.2320, 2.6476, -0.7141)  0.427
H (3.5922, -2.0660, 0.7179)  0.370
H (-2.4737, 1.7772, 1.4792)  0.412
H (-0.6809, 0.3587, -1.7463)  0.255
H (1.6430, -2.9835, 1.3820)  0.483
H (-1.9606, 0.0056, 2.2936)  0.332
H (2.6508, -0.8666, -2.0499)  0.303
H (-1.5162, 3.7004, -1.6184)  0.301
H (-3.4198, -0.3755, 2.6805)  0.239
H (-3.2755, 0.0216, 0.1980)  0.341
H (-0.7683, -4.0596, -0.1129)  0.441
H (-1.0463, -1.7288, -0.3238)  0.347
H (2.9066, 1.3092, 0.2508)  0.479
H (3.5454, 2.0174, -0.8072)  0.245
H (-1.3626, 2.7152, 1.2390)  0.434
H (-1.2733, 1.5124, -2.4043)  0.498
H (1.0144, 1.4672, -1.9545)  0.442
H (2.0653, -3.7183, 0.2844)  0.325
H (-2.1493, -2.6332, -0.6248)  0.285
H (-4.2271, 0.7751, -0.5805)  0.283
H (4.0001, -0.5463, 0.5667)  0.313
H (0.7338, 2.4573, 1.6252)  0.346
H (1.5994, -0.7879, -0.8843)  0.239

Properties
Total charge: -1
Kohn-Sham gap, eV: 9.8
Electronic energy, eV: -47748.101